Record 1
{
  "formula": "C38H49MgN4P2S",
  "method": "the ωB97M-V functional and the def2-TZVPD basis",
  "charge": 1,
  "fmax_ev_per_a": 3.17,
  "energy_ha": -2977.29035,
  "species": ["Mg", "C", "C", "C", "P", "C", "C", "C", "C", "C", "C", "C", "C", "C", "C", "N", "C", "C", "C", "C", "C", "C", "C", "P", "C", "C", "C", "C", "C", "C", "H", "H", "H", "H", "H", "H", "H", "H", "H", "H", "H", "H", "H", "H", "H", "H", "H", "H", "H", "H", "H", "H", "H", "H", "H", "H", "H", "H", "H", "H", "H", "H", "H", "H", "H", "H", "H", "H", "H", "H", "N", "C", "C", "C", "C", "C", "C", "S", "N", "C", "C", "C", "C", "C", "C", "N", "H", "H", "H", "H", "H", "H", "H", "H", "H"],
  "positions_angstrom": [[0.07, -0.54, -0.02], [2.08, 0.98, -2.55], [3.18, 0.83, -1.52], [3.97, 2.14, -1.52], [2.59, 0.05, 0.04], [3.91, -1.19, 0.53], [5.36, -0.83, 0.17], [3.76, -1.50, 2.00], [2.45, 1.33, 1.29], [3.57, 1.84, 1.98], [3.44, 2.97, 2.82], [4.64, 3.54, 3.47], [2.18, 3.57, 2.96], [1.08, 3.03, 2.37], [1.15, 1.85, 1.62], [0.03, 1.12, 1.26], [-1.22, 1.49, 1.81], [-1.43, 1.93, 3.10], [-2.61, 2.62, 3.44], [-3.63, 2.77, 2.50], [-4.78, 3.70, 2.75], [-3.48, 2.27, 1.22], [-2.35, 1.52, 0.88], [-2.12, 0.80, -0.70], [-1.59, 2.16, -1.93], [-1.59, 1.55, -3.36], [-2.34, 3.48, -1.81], [-3.88, 0.18, -1.22], [-4.62, -0.35, 0.05], [-4.80, 1.07, -2.03], [2.54, 1.00, -3.53], [1.49, 1.93, -2.44], [1.38, 0.12, -2.60], [3.82, 0.00, -1.90], [3.38, 2.94, -1.08], [4.28, 2.45, -2.55], [4.94, 2.11, -0.94], [3.63, -2.09, -0.01], [5.61, 0.25, 0.30], [5.63, -1.19, -0.83], [6.03, -1.33, 0.82], [3.91, -0.66, 2.69], [4.41, -2.35, 2.27], [2.73, -1.83, 2.25], [4.58, 1.43, 1.75], [4.94, 2.97, 4.34], [4.55, 4.56, 3.87], [5.52, 3.47, 2.81], [2.13, 4.51, 3.53], [0.10, 3.49, 2.57], [-0.57, 1.89, 3.78], [-2.70, 3.11, 4.39], [-4.75, 4.18, 3.72], [-5.70, 3.12, 2.63], [-4.82, 4.56, 2.01], [-4.23, 2.51, 0.47], [-0.56, 2.30, -1.64], [-2.57, 1.43, -3.82], [-1.10, 0.57, -3.28], [-0.96, 2.21, -3.97], [-3.06, 3.61, -2.63], [-1.61, 4.29, -1.92], [-2.85, 3.62, -0.84], [-3.59, -0.71, -1.82], [-4.99, 0.40, 0.79], [-3.97, -1.08, 0.53], [-5.49, -0.89, -0.31], [-4.80, 2.10, -1.74], [-5.88, 0.76, -1.92], [-4.60, 1.02, -3.07], [-0.83, -4.56, -1.19], [-0.53, -4.87, -2.56], [-0.45, -6.21, -2.97], [-0.13, -6.50, -4.30], [0.29, -5.49, -5.14], [0.27, -4.17, -4.73], [-0.18, -3.79, -3.45], [-0.23, -2.11, -3.03], [-0.22, -2.25, -1.28], [-0.61, -3.32, -0.61], [-0.78, -3.24, 0.85], [-0.93, -4.36, 1.72], [-0.74, -4.23, 3.05], [-0.57, -2.96, 3.62], [-0.48, -1.90, 2.71], [-0.60, -2.03, 1.42], [-1.12, -5.30, -0.56], [-0.71, -7.01, -2.25], [-0.09, -7.53, -4.70], [0.63, -5.72, -6.20], [0.59, -3.36, -5.40], [-1.10, -5.35, 1.28], [-0.65, -5.14, 3.69], [-0.38, -2.84, 4.71], [-0.24, -0.89, 3.07]]
}


Record 2
{
  "formula": "C38H50BCaN7OP",
  "method": "the ωB97M-V functional and the def2-TZVPD basis",
  "charge": 1,
  "relative_energy_kj_mol": 0.0,
  "fmax_ev_per_a": 0.73,
  "energy_ha": -2980.42903,
  "species": ["Ca", "C", "C", "C", "C", "C", "C", "N", "N", "B", "N", "C", "C", "C", "N", "C", "C", "C", "N", "C", "C", "C", "N", "C", "C", "C", "H", "H", "H", "H", "H", "H", "H", "H", "H", "H", "H", "H", "H", "H", "H", "H", "H", "H", "H", "H", "H", "H", "H", "H", "H", "H", "H", "H", "N", "C", "C", "C", "C", "C", "C", "P", "C", "C", "C", "C", "C", "C", "C", "C", "C", "C", "C", "C", "H", "H", "H", "H", "H", "H", "H", "H", "H", "H", "H", "H", "H", "H", "H", "H", "C", "C", "O", "H", "H", "H", "H", "H", "H"],
  "positions_angstrom": [[0.94, -0.09, 0.40], [0.68, 4.82, -2.71], [-0.12, 4.06, -1.65], [-0.87, 2.92, -2.30], [0.77, 3.73, -0.47], [1.34, 4.75, 0.30], [2.12, 4.12, 1.22], [2.02, 2.79, 1.03], [1.15, 2.52, -0.02], [2.88, 1.81, 1.88], [2.05, 1.04, 2.96], [2.22, 1.18, 4.28], [1.41, 0.28, 4.93], [0.77, -0.43, 3.91], [1.15, 0.03, 2.71], [-0.27, -1.49, 4.07], [-1.63, -0.85, 4.35], [-0.34, -2.45, 2.89], [3.74, 0.86, 0.99], [5.07, 0.78, 0.97], [5.46, -0.14, 0.03], [4.27, -0.59, -0.53], [3.23, -0.01, 0.06], [4.05, -1.58, -1.64], [4.78, -1.16, -2.92], [4.45, -3.00, -1.23], [0.02, 5.13, -3.52], [1.45, 4.17, -3.13], [1.17, 5.70, -2.31], [-0.87, 4.76, -1.24], [-0.23, 2.36, -2.98], [-1.69, 3.30, -2.91], [-1.31, 2.24, -1.58], [1.20, 5.82, 0.17], [2.76, 4.50, 1.99], [3.65, 2.49, 2.50], [2.91, 1.91, 4.66], [1.31, 0.14, 5.99], [0.01, -2.07, 4.96], [-1.92, -0.20, 3.52], [-1.60, -0.24, 5.25], [-2.41, -1.61, 4.48], [-0.65, -1.93, 1.98], [-1.08, -3.23, 3.06], [0.63, -2.92, 2.69], [5.65, 1.40, 1.64], [6.47, -0.43, -0.23], [2.97, -1.57, -1.86], [5.85, -1.14, -2.75], [4.47, -0.16, -3.24], [4.58, -1.86, -3.73], [5.53, -3.05, -1.06], [4.20, -3.72, -2.02], [3.98, -3.32, -0.30], [0.52, 0.01, -2.07], [-0.75, -0.28, -2.69], [-0.76, -0.53, -4.06], [-1.95, -0.81, -4.72], [-3.14, -0.82, -4.01], [-3.13, -0.59, -2.65], [-1.94, -0.34, -1.96], [-1.93, -0.19, -0.12], [-3.01, -1.58, 0.38], [-3.00, -2.79, -0.31], [-3.74, -3.87, 0.16], [-4.49, -3.75, 1.32], [-4.50, -2.55, 2.01], [-3.77, -1.47, 1.54], [-2.86, 1.29, 0.35], [-4.19, 1.52, -0.04], [-4.84, 2.68, 0.35], [-4.18, 3.62, 1.13], [-2.87, 3.40, 1.53], [-2.22, 2.24, 1.14], [1.27, -0.12, -2.73], [0.57, 0.98, -1.77], [0.17, -0.48, -4.61], [-1.93, -1.00, -5.78], [-4.08, -1.03, -4.52], [-4.06, -0.65, -2.10], [-2.43, -2.90, -1.22], [-3.73, -4.80, -0.39], [-5.07, -4.60, 1.68], [-5.09, -2.45, 2.91], [-3.79, -0.54, 2.09], [-4.72, 0.78, -0.63], [-5.86, 2.84, 0.05], [-4.70, 4.52, 1.43], [-2.36, 4.13, 2.15], [-1.19, 2.08, 1.46], [0.32, -3.82, -1.84], [0.46, -3.69, -0.34], [1.17, -2.49, 0.03], [-0.23, -4.73, -2.09], [1.30, -3.88, -2.32], [-0.21, -2.97, -2.26], [0.98, -4.55, 0.09], [-0.51, -3.61, 0.15], [2.09, -2.60, -0.21]]
}


Which value of charge does entry 2 give?
+1